Record 1
This record from the Open Molecules 2025 dataset describes a structure of composition C25H69O11Zr. The level of theory is the ωB97M-V functional and the def2-TZVPD basis.

Geometry (Å):
Zr  2.406  0.932  -1.454
C  -0.422  0.579  1.541
C  -0.532  -0.156  0.226
C  -1.889  -0.229  -0.426
O  0.479  0.332  -0.635
H  0.589  0.368  1.895
H  -0.962  0.074  2.348
H  -0.667  1.641  1.512
H  -0.133  -1.148  0.480
H  -2.351  0.752  -0.292
H  -2.536  -1.022  -0.051
H  -1.814  -0.470  -1.488
C  5.187  -2.213  0.311
C  3.681  -1.827  0.343
C  3.117  -1.755  1.748
O  3.405  -0.596  -0.265
H  5.183  -3.299  0.239
H  5.761  -1.844  1.161
H  5.652  -1.756  -0.562
H  3.191  -2.670  -0.154
H  3.036  -2.766  2.168
H  2.090  -1.441  1.938
H  3.819  -1.227  2.396
C  -0.953  3.075  -2.900
C  0.419  2.876  -3.598
C  0.898  4.244  -4.122
O  1.376  2.211  -2.839
H  -1.633  3.592  -3.570
H  -0.704  3.669  -2.016
H  -1.316  2.128  -2.500
H  0.324  2.189  -4.447
H  1.950  4.200  -4.413
H  0.942  4.968  -3.303
H  0.270  4.629  -4.921
C  -3.654  0.986  -5.899
C  -2.662  0.234  -5.008
O  -2.860  -1.154  -5.090
H  -4.623  0.504  -5.777
H  -3.276  1.002  -6.920
H  -3.798  2.017  -5.571
H  -2.741  0.513  -3.954
H  -1.638  0.472  -5.311
H  -2.304  -1.486  -5.799
C  0.037  -1.336  -3.748
C  1.424  -1.673  -3.152
O  2.301  -0.545  -3.252
H  -0.402  -0.491  -3.214
H  -0.700  -2.097  -3.481
H  0.069  -1.186  -4.825
H  1.836  -2.582  -3.596
H  1.210  -2.060  -2.152
H  2.943  -0.820  -3.915
C  0.331  -4.224  0.345
C  -0.899  -4.266  -0.548
O  -0.705  -5.044  -1.718
H  0.023  -3.765  1.286
H  1.074  -3.586  -0.141
H  0.827  -5.175  0.530
H  -1.170  -3.252  -0.866
H  -1.800  -4.624  -0.048
H  0.096  -4.713  -2.136
C  -0.178  -0.546  5.973
C  0.893  0.539  5.920
O  0.579  1.515  4.934
H  -1.018  -0.160  6.550
H  0.251  -1.396  6.506
H  -0.464  -0.922  4.992
H  1.903  0.138  5.807
H  1.045  1.103  6.847
H  -0.206  1.916  5.324
C  1.680  4.532  0.671
C  2.816  3.668  0.162
O  2.412  2.297  0.232
H  1.455  4.405  1.730
H  0.812  4.452  0.019
H  2.021  5.571  0.726
H  3.671  3.926  0.789
H  3.017  4.020  -0.851
H  2.300  2.158  1.199
C  4.045  3.198  4.186
C  3.549  1.910  3.432
O  2.260  2.087  2.914
H  5.135  3.181  4.234
H  3.645  3.409  5.175
H  3.835  4.042  3.526
H  3.636  1.012  4.051
H  4.246  1.663  2.627
H  1.619  2.035  3.647
C  -5.130  -3.722  -1.144
C  -4.473  -2.545  -1.851
O  -4.720  -2.639  -3.247
H  -4.671  -4.568  -1.657
H  -6.165  -3.719  -1.491
H  -5.044  -3.672  -0.063
H  -3.381  -2.563  -1.741
H  -4.749  -1.595  -1.379
H  -4.188  -2.008  -3.741
C  -3.215  -1.246  3.889
C  -3.243  0.282  4.196
O  -3.777  0.978  3.081
H  -4.276  -1.462  3.773
H  -2.921  -1.818  4.773
H  -2.511  -1.488  3.096
H  -2.259  0.732  4.345
H  -3.926  0.421  5.032
H  -3.112  1.185  2.422

Results
Relative energy (zero: lowest compared OMol25 entry of this formula, charge and spin) in kJ/mol: 0.0
Maximum force in eV/A: 6.891
LUMO in eV: -3.830
Total charge: +1
HOMO energy in eV: -11.341
DFT total energy in eV: -50840.37019
HOMO-LUMO gap in eV: 7.51


Record 2
This record from the Open Molecules 2025 dataset describes a structure of composition C25H70As2F12KN6O7. The level of theory is the ωB97M-V functional and the def2-TZVPD basis.

Geometry (Å):
K  -0.166  -2.959  -1.717
As  -3.286  -4.714  0.459
F  -4.820  -5.572  0.867
F  -2.518  -5.868  1.615
F  -1.722  -3.897  0.131
F  -4.123  -3.513  -0.563
F  -3.552  -3.591  1.812
F  -3.013  -5.683  -0.938
As  0.380  0.189  0.441
F  0.984  -0.861  1.728
F  1.667  1.408  0.821
F  -0.359  1.261  -0.823
F  -0.917  -1.037  0.048
F  -0.665  0.959  1.673
F  1.388  -0.644  -0.818
C  3.780  -3.622  0.070
O  3.328  -4.943  -0.150
H  2.908  -2.988  0.223
H  4.370  -3.595  0.986
H  4.449  -3.324  -0.738
H  4.079  -5.541  -0.150
C  4.364  -0.239  2.108
C  5.259  1.022  2.334
C  5.110  1.680  3.671
O  6.129  2.729  3.643
C  6.113  3.574  4.829
N  6.571  0.444  2.196
H  3.310  0.034  2.168
H  4.601  -0.973  2.878
H  4.383  -0.690  1.116
H  5.275  1.743  1.517
H  5.285  0.919  4.431
H  4.098  1.999  3.918
H  6.356  4.618  4.632
H  6.858  3.106  5.473
H  5.251  3.783  5.462
H  7.130  1.274  2.333
H  6.666  0.303  1.200
C  -4.075  -4.804  5.360
C  -3.831  -3.323  5.212
C  -2.368  -2.851  4.860
O  -2.340  -1.398  4.833
C  -1.068  -0.975  4.669
N  -4.737  -2.867  4.165
H  -4.984  -4.953  5.941
H  -3.305  -5.287  5.962
H  -4.111  -5.507  4.528
H  -4.199  -2.775  6.080
H  -2.071  -3.239  3.886
H  -1.678  -3.287  5.583
H  -0.726  -0.852  3.641
H  -0.310  -1.684  5.002
H  -0.862  0.078  4.857
H  -5.372  -3.653  4.146
H  -4.132  -3.136  3.402
C  -7.109  -2.400  0.214
C  -6.203  -2.089  1.401
C  -5.246  -0.972  1.158
O  -4.551  -0.640  2.369
C  -3.387  0.052  1.895
N  -7.060  -1.854  2.532
H  -6.431  -2.417  -0.639
H  -7.846  -1.636  -0.035
H  -7.726  -3.299  0.208
H  -5.668  -3.036  1.475
H  -5.747  -0.060  0.832
H  -4.699  -1.266  0.262
H  -2.823  0.529  2.697
H  -3.742  0.966  1.421
H  -2.641  -0.506  1.330
H  -7.624  -2.671  2.718
H  -7.789  -1.221  2.237
C  4.200  -0.636  -3.529
C  3.186  0.484  -3.793
C  2.060  0.048  -4.759
O  1.045  1.011  -5.006
C  1.504  2.037  -5.892
N  2.712  1.081  -2.585
H  3.630  -1.541  -3.319
H  4.625  -0.375  -2.559
H  4.955  -0.744  -4.307
H  3.749  1.350  -4.142
H  1.485  -0.712  -4.231
H  2.561  -0.211  -5.691
H  1.884  1.717  -6.862
H  2.311  2.572  -5.393
H  0.710  2.738  -6.151
H  1.949  1.732  -2.704
H  2.328  0.463  -1.884
C  -2.448  1.372  -2.859
C  -2.245  0.198  -3.893
C  -2.329  0.564  -5.395
O  -3.652  0.905  -5.759
C  -3.870  1.328  -7.164
N  -0.867  -0.356  -3.558
H  -1.841  2.272  -2.955
H  -2.318  0.921  -1.875
H  -3.490  1.691  -2.898
H  -3.041  -0.518  -3.686
H  -1.981  -0.201  -6.089
H  -1.705  1.409  -5.685
H  -4.863  1.692  -7.428
H  -3.572  0.569  -7.888
H  -3.140  2.125  -7.305
H  -0.287  0.199  -4.171
H  -0.603  -0.020  -2.643
C  3.416  4.462  1.559
C  2.840  4.066  0.179
C  2.839  5.419  -0.659
O  2.401  4.943  -1.947
C  2.048  5.994  -2.776
N  3.825  3.066  -0.283
H  2.816  5.155  2.149
H  4.386  4.953  1.642
H  3.418  3.515  2.100
H  1.831  3.658  0.235
H  3.826  5.881  -0.679
H  2.097  6.088  -0.225
H  1.257  6.667  -2.445
H  1.875  5.529  -3.746
H  2.869  6.665  -3.029
H  3.509  2.202  0.134
H  3.616  2.813  -1.238

Results
Maximum force in eV/A: 3.676
Spin multiplicity: 2
LUMO (alpha / beta) in eV: 3.493 / 3.611
⟨S²⟩: 0.752
Total charge: -2
HOMO energy (alpha / beta) in eV: 1.368 / -3.624
DFT total energy in eV: -220947.26472
HOMO-LUMO gap (alpha / beta) in eV: 2.13 / 7.24